Here is 10 unconnected molecules or ions with the total composition C32H76Cl8O12 from the Open Molecules 2025 dataset. Energies are from ωB97M-V with the def2-TZVPD basis set.

As for the SMILES: COCCOC.COCCOC.COCCOC.COCCOC.COCCOC.COCCOC.ClCCCl.ClCCCl.ClCCCl.ClCCCl. The calculation puts the orbital gap at 0.3431 Eh. The calculation puts the HOMO energy at -0.33310 Eh.

Each line ends with the Mulliken charge.
Atoms and positions in Å:
C  6.24  -4.19  0.65  -0.486
O  7.01  -3.04  0.64  -0.417
C  6.29  -1.81  0.66  -0.361
C  5.81  -1.29  2.06  -0.303
O  4.99  -2.29  2.72  -0.215
C  4.47  -1.89  3.94  -0.717
H  5.73  -4.39  -0.29  0.139
H  5.47  -4.15  1.42  0.217
H  6.75  -5.14  0.79  0.308
H  5.37  -1.87  0.09  0.104
H  6.95  -1.13  0.12  0.380
H  5.27  -0.35  1.94  0.252
H  6.68  -0.91  2.60  0.432
H  5.07  -2.36  4.72  0.292
H  3.49  -2.35  4.01  0.147
H  4.50  -0.81  4.11  0.309
C  -5.23  -4.16  -3.33  -0.935
O  -5.13  -3.18  -2.30  -0.166
C  -6.31  -2.71  -1.73  -0.661
C  -6.06  -1.58  -0.82  -0.308
O  -5.77  -0.36  -1.56  -0.312
C  -5.87  0.84  -0.80  -0.540
H  -5.94  -4.96  -3.11  0.385
H  -4.27  -4.68  -3.39  0.252
H  -5.55  -3.86  -4.33  0.330
H  -6.71  -3.51  -1.11  0.351
H  -7.02  -2.43  -2.51  0.365
H  -5.21  -1.87  -0.20  0.122
H  -6.94  -1.52  -0.18  0.535
H  -6.81  0.93  -0.25  0.383
H  -5.84  1.72  -1.45  0.248
H  -5.01  0.92  -0.14  0.026
C  -2.59  -0.38  -1.49  -0.195
O  -1.32  -0.78  -0.84  0.182
C  -0.13  0.10  -1.09  -0.984
C  1.06  -0.62  -0.47  -0.142
O  1.00  -0.44  0.95  0.755
C  2.13  -1.05  1.62  -1.129
H  -2.97  0.57  -1.13  0.025
H  -3.37  -1.15  -1.44  -0.049
H  -2.47  -0.18  -2.56  0.080
H  -0.34  1.11  -0.73  0.242
H  -0.05  0.25  -2.17  0.420
H  1.95  -0.19  -0.93  0.392
H  0.97  -1.69  -0.66  -0.418
H  2.24  -2.09  1.31  -0.039
H  1.99  -0.80  2.67  0.290
H  3.00  -0.47  1.32  0.423
C  0.80  4.96  7.61  -0.783
O  1.15  4.29  6.42  -0.217
C  2.60  4.07  6.35  -0.636
C  2.88  3.15  5.11  -0.463
O  2.31  3.76  3.96  -0.387
C  2.20  2.89  2.80  -0.138
H  1.05  6.01  7.42  0.302
H  1.29  4.61  8.52  0.312
H  -0.26  4.73  7.71  0.216
H  2.89  3.47  7.21  0.377
H  3.19  4.99  6.41  0.367
H  2.49  2.17  5.37  0.256
H  3.95  2.98  4.93  0.413
H  3.20  2.66  2.43  0.336
H  1.66  3.41  2.01  0.011
H  1.73  1.92  2.90  0.034
C  0.27  3.18  -5.64  -0.335
O  -0.08  3.92  -4.48  -0.272
C  -1.37  3.76  -3.94  -0.251
C  -1.42  4.60  -2.65  -0.979
O  -1.02  3.90  -1.47  0.051
C  -1.13  4.67  -0.30  -0.694
H  -0.36  2.29  -5.66  -0.128
H  1.35  3.03  -5.59  0.255
H  0.06  3.71  -6.57  0.279
H  -1.58  2.74  -3.63  0.060
H  -2.09  4.07  -4.70  0.447
H  -2.48  4.83  -2.52  0.470
H  -0.99  5.59  -2.75  0.457
H  -0.73  5.67  -0.50  0.372
H  -0.58  4.17  0.49  0.015
H  -2.18  4.76  -0.02  0.280
C  -0.49  -2.43  4.32  -0.288
O  0.11  -3.53  3.63  -0.471
C  -0.38  -3.71  2.30  0.195
C  -1.83  -4.19  2.32  -0.385
O  -2.22  -4.70  1.00  -0.496
C  -2.18  -3.82  -0.10  -0.195
H  0.06  -1.53  4.06  -0.053
H  -0.48  -2.71  5.37  0.365
H  -1.53  -2.34  4.02  0.156
H  0.24  -4.41  1.74  0.386
H  -0.38  -2.79  1.71  -0.235
H  -2.53  -3.44  2.70  0.221
H  -1.82  -5.02  3.02  0.324
H  -2.64  -4.27  -0.98  0.192
H  -1.14  -3.55  -0.33  0.126
H  -2.69  -2.88  0.12  0.071
Cl  3.19  6.15  -2.38  -0.216
C  2.41  4.57  -2.36  -0.104
C  2.26  3.93  -0.97  0.597
Cl  3.83  3.18  -0.62  -0.214
H  2.97  3.94  -3.06  0.435
H  1.49  4.89  -2.84  -0.284
H  1.50  3.15  -1.00  -0.539
H  1.92  4.61  -0.20  0.329
Cl  -0.58  -1.24  -5.19  -0.124
C  -1.94  -0.50  -6.05  -0.404
C  -2.39  -1.44  -7.12  -0.454
Cl  -3.74  -0.61  -8.00  -0.210
H  -1.60  0.45  -6.46  0.281
H  -2.74  -0.46  -5.31  0.245
H  -2.69  -2.40  -6.69  0.344
H  -1.60  -1.65  -7.84  0.331
Cl  -3.00  2.56  3.39  -0.233
C  -1.81  1.33  2.82  -0.075
C  -2.49  0.25  1.96  1.119
Cl  -3.80  -0.63  2.87  -0.225
H  -1.50  0.84  3.74  0.283
H  -1.02  1.79  2.23  0.021
H  -1.78  -0.49  1.59  -0.735
H  -3.01  0.73  1.13  -0.149
Cl  2.73  -3.75  -0.82  -0.056
C  2.59  -4.02  -2.58  -0.721
C  2.24  -2.69  -3.32  0.165
Cl  3.59  -1.57  -3.08  -0.183
H  1.73  -4.66  -2.78  0.333
H  3.46  -4.51  -3.02  0.418
H  1.29  -2.19  -3.10  -0.362
H  2.07  -3.02  -4.35  0.438